[1]
Below is a 2-piece molecular cluster, C14H16O overall at a distorted geometry, with properties calculated with ωB97M-V with the def2-TZVPD basis set.

The geometry in XYZ format:
```
31
Properties=species:S:1:pos:R:3:lowdin_charge:R:1
C -1.93359 2.54416 -0.99946 -0.047
C -1.07764 1.44061 -1.57304 -0.302
C -1.62509 0.22261 -1.91883 -0.068
C -0.83683 -0.77175 -2.46913 -0.026
C 0.52612 -0.55454 -2.61513 -0.342
O 1.34035 -1.53924 -3.11631 0.033
C 1.10190 0.65941 -2.31158 -0.024
C 0.28026 1.63604 -1.74578 -0.057
H -2.96701 2.44444 -1.33088 0.075
H -1.59530 3.51529 -1.36539 0.076
H -1.84698 2.56432 0.08638 0.080
H -2.69294 0.07287 -1.77310 0.119
H -1.27013 -1.68815 -2.86978 0.120
H 0.96253 -2.40958 -2.89855 0.111
H 2.16350 0.87898 -2.39650 0.122
H 0.75831 2.60209 -1.59876 0.117
C 2.71652 -0.19345 2.06711 -0.049
C 1.22697 -0.32517 2.25956 -0.279
C 0.35710 -0.43982 1.18613 -0.039
C -0.97636 -0.77577 1.41941 -0.088
C -1.49417 -0.85106 2.69689 -0.097
C -0.62587 -0.74600 3.78069 -0.091
C 0.72173 -0.57817 3.53810 -0.067
H 3.13301 -1.20723 2.06037 0.088
H 3.17047 0.33702 2.90124 0.074
H 2.94620 0.30674 1.13503 0.070
H 0.74139 -0.13243 0.21735 0.090
H -1.50490 -1.06648 0.51786 0.091
H -2.57171 -0.98305 2.79120 0.102
H -0.99613 -0.94277 4.77993 0.101
H 1.43810 -0.69765 4.33840 0.107
```

Values from the calculation:
E_tot ... -618.300699 hartree
F_max ... 0.026 Eh/bohr
ΔE to the lowest compared entry with this formula, charge and spin ... 9.60 kcal per mole
SMILES string ... Cc1ccc(O)cc1.Cc1ccccc1
HOMO level ... -0.3137 hartree
Kohn-Sham gap ... 0.34331 hartree
Total charge ... 0

---

[2]
Below is a 2-piece molecular cluster, C4H5NO overall, with properties calculated with ωB97M-V with the def2-TZVPD basis set.

The geometry in XYZ format:
```
11
Properties=species:S:1:pos:R:3:lowdin_charge:R:1
O -1.16879 -0.97505 -1.46970 0.066
C -0.55708 -0.37454 -0.62675 -0.512
C 0.84033 -0.46135 -0.09685 0.033
C 1.22249 0.26469 0.81627 0.019
C 0.04712 1.15919 1.11675 -0.171
N -0.98593 0.66644 0.16958 0.065
H -0.29408 1.05193 2.14985 0.115
H 0.28005 2.20946 0.92217 0.115
H -1.92951 1.02101 0.09621 0.146
H 1.42566 -2.61534 -1.40333 0.082
H 1.16892 -1.97846 -1.67706 0.043
```

Values from the calculation:
E_tot ... -285.218022 hartree
F_max ... 0.009 Eh/bohr
ΔE to the lowest compared entry with this formula, charge and spin ... 123.35 kcal per mole
SMILES string ... O=C1C#CCN1.[H][H]
HOMO level (spin up / spin down) ... -0.3802 / -0.3802 hartree
Kohn-Sham gap (spin up / spin down) ... 0.33827 / 0.33831 hartree
Total charge ... 0

---

[3]
Below is a 2-piece molecular cluster, C7H12 overall, with properties calculated with ωB97M-V with the def2-TZVPD basis set.

The geometry in XYZ format:
```
19
Properties=species:S:1:pos:R:3:lowdin_charge:R:1
C 0.59001 0.02601 1.64830 -0.051
C 1.39408 0.27563 0.43874 -0.307
C 2.10395 1.07549 -0.28750 -0.016
C 2.43545 -0.38244 -0.41026 -0.127
H 1.31359 0.06199 2.47298 0.089
H -0.17263 0.78981 1.82533 0.073
H 0.13809 -0.96567 1.64816 0.076
H 2.40536 2.08114 -0.53290 0.092
H 2.14672 -0.94653 -1.30277 0.064
H 3.32684 -0.78513 0.08489 0.078
C -0.72017 -0.61644 -1.41739 -0.034
C -1.73307 -0.69784 -0.56050 -0.250
C -2.48540 0.49406 -0.03930 -0.122
H -0.24468 -1.50052 -1.83123 0.060
H -0.33598 0.34698 -1.74308 0.068
H -2.09021 -1.67876 -0.24656 0.095
H -3.34347 0.70533 -0.68950 0.074
H -1.85274 1.38854 -0.02769 0.071
H -2.87574 0.32837 0.97029 0.069
```

Values from the calculation:
E_tot ... -273.788721 hartree
F_max ... 0.009 Eh/bohr
ΔE to the lowest compared entry with this formula, charge and spin ... 75.20 kcal per mole
SMILES string ... CC1=CC1.C=CC
HOMO level ... -0.3249 hartree
Kohn-Sham gap ... 0.36616 hartree
Total charge ... 0

---

[4]
Below is C20H32MoN3OPSi as an isolated structure at a distorted geometry, with properties calculated with ωB97M-V with the def2-TZVPD basis set.

The geometry in XYZ format:
```
59
Properties=species:S:1:pos:R:3:lowdin_spin:R:1
Mo -0.37276 0.43303 0.22474 1.590
Si -2.69225 1.07177 0.58499 0.099
P -0.39598 1.29779 -2.02089 0.073
N 0.61865 1.69601 0.96735 0.005
H -0.83524 -1.39396 -3.17589 0.001
C 0.90888 1.25893 -3.29322 0.015
H 0.64020 1.92804 -4.13021 0.001
H 1.04459 0.24410 -3.68536 0.000
H 1.84772 1.61985 -2.85750 0.001
C -1.86243 1.19767 -3.13176 0.010
H -1.61383 1.77495 -4.03535 0.001
H -2.71459 1.65702 -2.62042 0.000
H -2.13160 0.17311 -3.42271 0.000
C -0.37008 3.05770 -1.63800 0.011
H -0.47589 3.68512 -2.53868 0.002
H 0.57430 3.34653 -1.16642 0.000
H -1.15904 3.36273 -0.94709 0.001
C -4.10564 -0.07604 0.00527 0.020
H -3.79810 -1.10839 0.21502 0.000
H -4.25949 0.04366 -1.07768 0.000
H -5.04460 0.15499 0.53345 0.002
H -3.07372 1.23086 2.00235 0.013
H -3.22503 2.36853 0.02319 0.008
C 1.17902 2.63589 1.79635 0.011
C 3.09767 3.67460 2.85716 0.001
C 2.58637 2.73188 1.97225 -0.004
C 0.31585 3.48247 2.53751 -0.004
C 0.85416 4.41167 3.41174 0.001
C 2.23463 4.51392 3.57330 -0.007
H 4.17452 3.74169 3.00131 0.000
H 3.23671 2.03668 1.42530 0.001
H -0.76273 3.35491 2.42201 -0.001
H 0.18457 5.04897 3.98601 0.000
H 2.65130 5.23369 4.27500 0.000
C -1.06347 -2.09523 -2.40497 0.003
O -1.70190 -1.49516 -1.37578 0.013
C 0.16998 -2.90954 -1.92836 0.006
H 0.33588 -3.67400 -2.70837 0.000
H 0.00772 -3.49505 -0.98470 0.000
H 1.07253 -2.28716 -1.80910 0.004
C -2.05762 -3.02612 -3.17591 -0.001
H -1.62484 -3.22266 -4.17282 0.000
H -3.01364 -2.50542 -3.21878 0.000
H -2.20634 -3.99354 -2.63059 0.000
N -0.26682 -2.92024 2.78196 0.005
C -0.85486 -1.85500 2.18861 0.024
N 0.03132 -1.27066 1.36309 0.051
C 1.22293 -2.00875 1.41234 0.014
C 2.41772 -1.84134 0.71358 0.011
C 3.46260 -2.73737 1.01737 0.001
C 3.30066 -3.73801 1.98972 0.000
C 2.07733 -3.90977 2.66447 0.001
C 1.04829 -3.04128 2.32146 0.001
H -0.70497 -3.51854 3.48185 0.000
H -1.88370 -1.59342 2.25872 0.005
H 2.49039 -1.05150 -0.03283 0.011
H 4.42444 -2.65616 0.50492 0.000
H 4.14559 -4.38989 2.22535 0.000
H 1.91462 -4.65455 3.44563 0.000
```

Values from the calculation:
E_tot ... -1719.759928 hartree
F_max ... 0.059 Eh/bohr
ΔE to the lowest compared entry with this formula, charge and spin ... 8.73 kcal per mole
Spin multiplicity ... 3
HOMO level (spin up / spin down) ... -0.2520 / -0.2614 hartree
Kohn-Sham gap (spin up / spin down) ... 0.25108 / 0.24371 hartree
Total charge ... 0